[1]
The following is a DFT calculation (ωB97M-V/def2-TZVPD) of 11 unconnected molecules or ions with the total composition C7H36N14O11.

```
68
Properties=species:S:1:pos:R:3:forces:R:3
O 3.664242 -5.438820 24.125088 0.07 -0.13 0.15
H 3.419951 -6.312176 23.818825 -0.06 -0.24 -0.14
H 3.351327 -4.848030 23.440038 -0.06 0.51 -0.63
O 3.910741 -3.364248 21.442971 -0.31 -1.44 -0.20
H 4.716216 -3.021473 21.830201 0.18 0.57 0.21
H 3.399154 -2.585314 21.224399 -0.05 0.34 -0.01
O 8.802724 0.127970 22.775804 0.80 0.47 0.25
H 7.906774 0.439919 22.648563 -0.61 0.12 -0.13
H 8.794666 -0.768434 22.440206 -0.15 -0.74 -0.14
O 4.877136 -1.302767 22.828048 0.32 -1.03 0.52
H 5.548647 -0.732480 22.453767 0.65 0.70 -0.37
H 4.110035 -0.738545 22.925225 -0.65 0.53 0.11
C 4.367146 -7.191696 20.191866 -4.22 2.56 -0.22
O 3.267077 -6.928841 19.716370 -0.76 0.73 -0.11
N 5.063901 -6.421952 21.008963 0.97 2.82 1.84
N 4.955549 -8.289274 19.997544 2.90 -4.92 -0.68
H 4.753549 -5.474118 21.168310 -0.03 0.00 -0.03
H 5.797087 -6.801014 21.591076 -0.12 0.16 -0.08
H 4.511758 -9.041878 19.490862 0.54 0.39 -0.05
H 5.940961 -8.127560 20.148923 0.48 -1.81 -0.62
C 8.606228 -7.598037 19.271085 -1.78 -0.91 3.12
O 7.746170 -8.379224 19.597117 -1.64 -2.35 0.02
N 8.787618 -7.117535 18.117589 0.37 1.45 -5.89
N 9.371883 -7.029098 20.148143 2.66 1.13 3.09
H 9.613327 -6.547675 18.001093 -0.55 -0.01 -0.76
H 8.032662 -7.247515 17.459377 0.59 0.26 -0.30
H 9.279152 -7.395326 21.084831 0.08 0.61 -0.05
H 9.612501 -6.066533 19.959295 0.42 -0.21 0.84
C 4.761851 -3.617014 27.251125 -0.01 3.63 0.92
O 5.282151 -3.431696 28.303374 2.02 -0.64 3.96
N 4.783619 -4.653257 26.531658 0.69 -5.70 -2.16
N 4.168926 -2.618393 26.661376 -2.62 3.47 -1.86
H 4.252601 -4.692734 25.673427 0.42 -0.76 0.04
H 5.394870 -5.375100 26.885789 -0.42 -0.17 -0.56
H 4.221856 -1.704390 27.087867 0.11 -0.18 -0.20
H 3.794186 -2.702266 25.727231 0.14 0.37 0.19
C 7.411820 0.038243 26.003892 -4.68 -1.52 4.52
O 6.559620 -0.021480 26.900569 -0.43 1.40 0.23
N 7.817734 -1.062773 25.498429 2.82 -4.66 -2.56
N 7.964990 1.050055 25.467214 2.53 4.92 -1.88
H 8.642255 -0.961448 24.923976 -0.33 -1.05 -0.35
H 7.485578 -1.979114 25.763182 0.05 0.54 0.21
H 7.677638 2.011928 25.578235 -0.02 -0.53 0.21
H 8.653951 0.807856 24.769527 -0.20 0.86 -0.34
C 6.616893 -7.708040 24.849084 2.74 0.01 -3.44
O 7.048598 -7.450626 23.699768 -0.76 0.16 1.44
N 7.234973 -7.495975 25.995009 1.77 1.57 1.69
N 5.606764 -8.467717 25.132407 -4.23 -2.01 -0.46
H 8.190528 -7.169356 26.013262 -0.51 0.36 0.40
H 6.565690 -7.515413 26.751170 1.43 0.48 0.68
H 4.937854 -8.743415 24.427684 0.05 0.14 0.23
H 5.419259 -8.603574 26.115511 -0.57 -0.53 -0.66
C 7.922439 -3.812344 22.833485 -0.79 -2.69 0.36
O 8.381468 -2.812103 22.438078 2.85 4.93 -1.71
N 6.733254 -3.859466 23.390353 -2.35 -0.64 1.31
N 8.522374 -5.006255 22.699681 0.80 -1.15 -0.11
H 6.352833 -4.761838 23.637551 -0.38 0.43 0.24
H 6.256387 -2.989343 23.578939 -0.28 -0.09 -0.06
H 8.041213 -5.820905 23.053129 0.53 -0.34 0.01
H 9.502268 -4.986634 22.455713 -0.31 -0.27 -0.03
C 12.617337 -4.904768 21.511406 0.88 0.61 0.69
O 11.824936 -5.258825 20.721419 -3.44 -0.66 -3.86
N 13.077363 -5.749137 22.381105 2.04 -3.09 3.50
N 13.126621 -3.698793 21.639122 0.89 3.41 -0.30
H 13.672956 -5.444726 23.137863 -0.10 -0.40 -0.20
H 12.949688 -6.736555 22.211384 -0.10 0.35 0.20
H 13.903080 -3.492297 22.251143 -0.32 -0.05 -0.28
H 12.827826 -2.985384 20.989603 0.02 -0.12 0.27
```
Forces are in eV/Å.

E_HOMO (spin up / spin down)	0.05 / -6.37	eV
orbital gap (spin up / spin down)	1.80 / 8.14	eV
lowest unoccupied orbital energy (spin up / spin down)	1.9 / 1.8	eV
maximum force	6.7	eV/Å
charge	-1
spin multiplicity	2


[2]
The following is a DFT calculation (ωB97M-V/def2-TZVPD) of a molecular structure, C34H30AsCdN3O4PSSe.

```
76
Properties=species:S:1:pos:R:3:forces:R:3
Cd 0.961620 0.424060 -1.182395 0.40 0.28 -0.27
C 1.804544 -0.921569 6.375828 0.00 -0.05 -0.07
C 1.609445 0.413023 6.054319 -0.01 -0.02 -0.11
C 1.435356 0.795746 4.726656 0.04 0.00 0.12
C 1.446324 -0.150214 3.706366 0.03 -0.03 0.05
C 1.633321 -1.493900 4.044069 -0.01 0.01 0.07
C 1.820735 -1.878228 5.364340 -0.02 0.11 -0.04
P 1.203031 0.251651 1.931141 -0.13 -0.13 0.17
C 0.894189 2.049709 1.983643 -0.05 0.08 -0.14
C -0.387424 2.480900 2.333905 0.01 0.05 0.00
C -0.712653 3.827949 2.310016 0.11 -0.04 -0.02
C 0.232379 4.761761 1.896384 -0.02 -0.06 0.00
C 1.496131 4.339609 1.516811 -0.01 -0.04 0.02
C 1.826512 2.990285 1.566763 0.09 0.11 -0.03
C 2.875558 0.127474 1.226443 0.05 -0.05 -0.02
C 4.044458 0.039102 1.978612 0.06 -0.01 -0.01
C 5.273161 -0.039541 1.333828 -0.08 0.01 -0.06
C 5.317863 -0.002236 -0.054510 -0.09 0.00 0.01
C 4.141618 0.108507 -0.795346 0.01 0.01 0.07
C 2.887994 0.154161 -0.179669 -0.03 -0.13 0.25
H 1.943234 -1.218676 7.408030 0.00 0.00 -0.01
H 1.598042 1.163472 6.835879 0.00 -0.01 -0.02
H 1.295245 1.841468 4.482230 0.00 -0.01 0.02
H 1.636885 -2.244320 3.259334 0.00 0.01 0.01
H 1.971980 -2.923275 5.606112 0.00 0.01 0.00
H -1.138926 1.749440 2.610620 -0.02 -0.01 0.01
H -1.709420 4.148841 2.584423 -0.02 0.00 -0.01
H -0.028866 5.811229 1.840057 0.00 -0.02 0.00
H 2.222746 5.056364 1.153979 -0.02 -0.03 0.02
H 2.807223 2.664138 1.242822 -0.01 0.04 0.01
H 4.002167 0.033726 3.062934 0.00 0.00 -0.03
H 6.187998 -0.118515 1.910093 -0.03 0.00 -0.01
H 6.273613 -0.057672 -0.563423 -0.01 0.00 -0.01
H 4.212377 0.156324 -1.876583 0.02 0.00 -0.03
O -0.320461 2.353958 -7.950152 0.12 -0.14 0.07
C -0.177760 1.165152 -7.609522 -0.37 0.04 -0.45
O -0.269939 0.114928 -8.284169 0.12 0.14 0.14
C 0.102036 0.940539 -6.113930 0.15 -0.01 0.37
C 0.246010 -0.350459 -5.616369 -0.04 -0.07 -0.15
C 0.469642 -0.536863 -4.272791 -0.02 0.22 0.22
N 0.555451 0.482856 -3.406120 0.01 -0.04 -0.15
C 0.421703 1.740572 -3.863772 -0.03 -0.42 0.02
C 0.201881 1.990660 -5.208903 -0.06 0.10 -0.13
C 0.480070 2.885528 -2.848355 -0.03 -0.15 0.58
O 0.384864 4.021426 -3.279387 0.01 0.23 -0.10
O 0.610299 2.554102 -1.607741 -0.08 -0.02 -0.39
H 0.167836 -1.178141 -6.308698 0.00 0.00 0.01
H 0.565349 -1.529967 -3.849314 0.04 -0.05 0.01
H 0.090382 3.008478 -5.553156 0.01 -0.01 0.00
Se 1.637655 -3.275685 -1.497404 0.42 0.09 -0.28
N 0.504497 -2.183906 -0.695683 -0.11 -0.04 -0.06
C -0.369655 -2.940172 -0.066690 -0.35 0.07 0.34
C -1.431590 -2.435078 0.774393 0.40 -0.05 -0.34
C -2.242582 -3.325957 1.374017 -0.16 -0.53 0.11
C -2.080611 -4.758884 1.197491 -0.31 0.45 0.27
C -1.096499 -5.274725 0.441889 0.43 0.16 -0.32
C -0.184810 -4.367334 -0.217577 -0.42 -0.24 0.33
N 0.836216 -4.750299 -0.953245 0.03 0.01 -0.03
H -1.525729 -1.366274 0.904568 0.04 0.05 -0.02
H -3.033884 -2.972400 2.025225 0.01 -0.07 0.01
H -2.765622 -5.426593 1.705083 -0.03 0.05 0.02
H -0.961220 -6.341069 0.322995 0.03 0.02 -0.04
C -4.065365 -1.698317 -1.921356 -0.06 -0.18 -0.09
As -3.857781 0.004547 -1.073646 0.27 -0.12 -0.02
C -4.660219 -0.222041 0.655392 -0.10 -0.01 0.15
C -5.027537 1.184484 -2.018969 -0.13 0.07 -0.05
S -1.926716 0.733823 -1.007142 0.05 0.36 0.11
H -5.123838 -1.954512 -1.974605 0.03 -0.07 -0.03
H -3.521048 -2.438148 -1.337015 -0.01 -0.03 -0.01
H -3.635526 -1.638968 -2.918729 -0.01 -0.01 -0.03
H -5.719425 -0.462048 0.559981 0.01 0.00 0.04
H -4.525062 0.704591 1.207724 -0.04 0.02 0.04
H -4.138187 -1.024758 1.172370 -0.01 0.00 0.01
H -6.045631 0.796433 -1.992143 -0.01 0.06 -0.04
H -4.673470 1.268915 -3.043247 0.00 0.00 -0.04
H -4.972192 2.160803 -1.545014 -0.04 0.05 0.00
```
Forces are in eV/Å.

E_HOMO	-5.01	eV
orbital gap	5.68	eV
lowest unoccupied orbital energy	0.7	eV
energy relative to the best compared isomer or geometry (same formula, charge and spin)	14.39	kcal/mol
maximum force	0.6	eV/Å
charge	-1


[3]
The following is a DFT calculation (ωB97M-V/def2-TZVPD) of a molecular structure, C30H43BGaGeO2S4Sb3.

```
85
Properties=species:S:1:pos:R:3:forces:R:3
Ga 0.976886 -0.722560 -1.242121 -0.04 0.16 0.01
C 2.268998 1.198488 2.233966 0.36 0.91 -0.24
Sb 1.349036 1.393051 0.334408 -0.03 0.05 0.31
C 2.834654 2.517059 -0.735078 0.05 -0.07 0.83
C -0.286798 2.848670 0.476796 -0.26 -1.33 -1.42
C -1.141985 2.722872 1.684182 0.62 0.22 0.02
C -0.584578 3.235066 2.861923 -0.45 -0.34 -0.44
C -1.284421 3.173445 4.022435 -0.22 -0.31 0.78
C -2.525942 2.581265 4.081602 -0.84 0.13 -0.81
C -3.121220 2.117163 2.913029 0.78 0.35 0.12
C -2.429741 2.183286 1.672890 -0.60 -0.30 1.20
C -3.155936 1.729833 0.462762 -0.47 0.17 -0.83
Sb -2.842800 -0.280759 -0.328281 -0.06 -0.51 0.26
C -3.977783 -1.316836 1.198033 -0.38 1.38 -0.27
C -4.555543 -0.371898 -1.665198 0.38 -0.11 0.34
H 2.631841 2.197346 2.563641 -0.16 -0.76 -0.09
H 3.105212 0.520198 2.036249 -0.07 0.12 0.26
H 1.561887 0.769549 2.933606 0.19 0.09 0.04
H 3.089009 3.350335 -0.065697 -0.14 0.05 -0.46
H 2.381837 2.811202 -1.673867 0.12 0.21 -0.12
H 3.752818 1.940929 -0.896540 -0.40 -0.10 -0.05
H -0.845962 2.579903 -0.463931 0.57 0.66 0.84
H 0.189676 3.812933 0.409948 0.01 0.39 -0.21
H 0.389073 3.682544 2.877003 0.42 0.14 -0.26
H -0.880737 3.521331 4.937194 0.54 0.51 0.68
H -3.070958 2.604233 5.009586 -0.15 -0.23 0.17
H -4.138738 1.759788 2.982936 -0.05 -0.19 -0.31
H -2.957873 2.390179 -0.393284 -0.06 -0.12 0.17
H -4.234763 1.755785 0.639095 0.08 0.14 0.06
H -4.998766 -0.903881 1.198557 0.34 -0.09 0.13
H -3.521682 -1.193690 2.159405 0.19 0.11 0.65
H -4.036251 -2.350587 0.981595 0.04 -1.12 -0.36
H -5.261693 0.437804 -1.478752 0.11 0.06 -0.15
H -5.068741 -1.327048 -1.499433 0.22 0.19 0.00
H -4.139693 -0.359353 -2.665112 -0.25 0.16 -0.28
S 2.949990 -5.408526 -1.666389 0.10 0.41 -0.08
Sb 2.197750 -3.369928 -2.174607 0.43 0.00 0.33
S 0.203905 -2.784130 -0.507297 -0.21 -0.13 -0.04
S 3.177865 -1.245301 -1.325213 0.06 -0.91 -0.20
S 1.166517 -2.840872 -4.064369 -0.21 0.19 -0.26
Ge 0.914954 -3.435714 1.563200 0.06 1.14 -0.56
C 0.890978 -1.955396 2.793899 -0.65 0.49 0.43
C 1.737281 -1.985183 3.892649 0.80 -0.05 0.31
C 1.626084 -1.086694 4.965113 -1.21 0.22 -0.38
C 0.534064 -0.196499 5.010690 0.37 -1.22 -1.39
C -0.357930 -0.202907 3.919955 0.66 -0.03 0.17
C -0.159902 -1.034383 2.814707 -0.33 0.24 0.12
C 2.591836 -4.292423 1.602888 -0.03 -1.39 0.09
C 3.775772 -3.590465 1.590753 0.80 0.35 0.04
C 5.019183 -4.243496 1.652948 -0.74 0.58 -0.09
C 4.999063 -5.606699 1.774782 1.35 -1.46 -0.36
C 3.831206 -6.341093 1.743871 -0.91 -0.65 0.28
C 2.603527 -5.697521 1.663792 1.09 0.47 -0.16
H -0.219217 -4.306750 1.947305 -0.67 -0.78 0.16
H 2.528342 -2.742825 3.875491 -0.11 0.39 0.29
H 2.320813 -1.100010 5.781442 0.33 -0.13 0.20
H 0.384198 0.476498 5.832839 0.00 0.18 0.24
H -1.151863 0.516106 3.911711 -0.40 0.10 -0.05
H -0.843523 -0.954265 1.954802 0.23 -0.10 0.42
H 3.700824 -2.514925 1.510224 0.33 0.16 -0.05
H 5.971119 -3.730917 1.561078 -0.25 0.17 0.14
H 5.933518 -6.203702 1.783158 -0.49 0.69 0.11
H 3.866884 -7.441322 1.777832 0.03 0.63 -0.04
H 1.711786 -6.277957 1.547932 -0.47 -0.15 0.15
C 0.216871 3.394801 -4.797837 -1.36 -0.88 0.48
C 0.006272 1.901651 -4.453531 0.32 -0.15 -0.06
C 0.625594 1.035752 -5.592561 -2.20 -0.53 1.43
O 0.775833 1.513891 -3.256649 -0.23 -0.26 0.00
B 0.093310 0.426451 -2.690814 0.26 1.19 -0.55
O -1.195627 0.429861 -3.121673 -0.80 -1.50 0.57
C -1.455264 1.467563 -4.016013 0.34 2.05 -1.14
C -2.223143 2.604569 -3.283868 0.16 -1.55 -0.14
C -2.318367 1.000102 -5.179437 -0.13 -0.97 0.95
H 1.232524 3.512421 -5.086395 0.97 0.35 0.00
H -0.068314 4.059276 -3.965881 0.27 -0.22 -0.36
H -0.384770 3.642341 -5.687284 0.03 -0.05 0.34
H 1.643037 1.290211 -5.664852 1.27 0.35 -0.36
H 0.054028 1.208565 -6.496239 0.25 -0.03 -0.41
H 0.555578 -0.033941 -5.298212 0.04 0.54 -0.34
H -1.707246 2.945177 -2.403848 0.34 0.14 0.39
H -3.178550 2.156601 -2.986354 0.01 0.33 0.03
H -2.378640 3.435903 -3.938115 -0.26 0.50 -0.41
H -1.825741 0.204535 -5.713349 0.11 -0.29 -0.26
H -2.562574 1.788124 -5.848927 0.01 0.85 -0.62
H -3.278161 0.605803 -4.816893 0.26 0.06 0.09
```
Forces are in eV/Å.

E_HOMO	-7.94	eV
orbital gap	7.67	eV
lowest unoccupied orbital energy	-0.3	eV
energy relative to the best compared isomer or geometry (same formula, charge and spin)	8.46	kcal/mol
maximum force	2.7	eV/Å
charge	0